Version i
Below is a molecular structure, C3H7O4, with properties calculated with wB97M-V/def2-TZVPD.

Element x y z (Å)
O: -0.43 -0.41 -1.11
C: 0.22 -0.52 -0.04
O: 0.91 -1.46 0.39
C: 0.55 0.80 0.63
C: 0.71 1.94 -0.18
O: -1.00 2.84 1.83
H: -0.44 1.64 0.12
H: 0.67 0.77 1.71
H: 0.83 1.87 -1.25
H: 1.00 2.83 0.36
H: -1.57 3.30 2.45
H: -0.31 -2.20 -1.70
H: 0.10 -3.26 -0.78
O: -0.55 -3.15 -1.51

Output
HOMO-LUMO gap = 7.10 eV
charge = -1

Charges computed using Löwdin, reported in e: O -0.04; C -0.69; O -0.01; C 0.01; C 0.03; O -0.52; H 0.17; H 0.13; H 0.11; H 0.08; H -0.17; H 0.00; H 0.01; O -0.13



Version ii
Below is 2 unconnected molecules or ions with the total composition C3H7O4, with properties calculated with wB97M-V/def2-TZVPD.

Element x y z (Å)
O: -0.68 -1.59 0.47
C: -0.56 -1.20 -0.71
O: -0.46 -1.82 -1.78
C: -0.81 0.40 -0.94
C: 0.16 1.24 -0.15
O: 1.39 1.43 -0.84
H: -1.82 0.43 -0.54
H: -0.82 0.46 -2.02
H: -0.30 2.21 0.12
H: 0.38 0.76 0.80
H: 1.27 1.10 -1.73
H: 0.68 -0.39 2.64
H: 0.43 -1.80 2.16
O: 1.13 -1.23 2.52

Output
HOMO-LUMO gap = 8.11 eV
charge = -1

Charges computed using natural (NBO), reported in e: O -0.82; C 0.80; O -0.78; C -0.59; C -0.06; O -0.74; H 0.21; H 0.21; H 0.13; H 0.18; H 0.47; H 0.46; H 0.51; O -0.97



Quick one: least stable of them? version i



Version i
Below is 2 unconnected molecules or ions with the total composition C14H16O, with properties calculated with wB97M-V/def2-TZVPD.

Element x y z (Å)
C: -0.11 -3.61 1.50
C: 2.30 -0.34 3.02
C: 1.62 -0.27 1.82
C: 2.31 -1.60 3.60
C: 0.75 -1.23 1.30
C: 1.61 -2.65 3.02
C: 0.70 -2.45 2.00
H: 2.90 0.51 3.31
H: 1.79 0.58 1.14
H: 2.90 -1.77 4.48
H: 0.14 -0.97 0.46
H: 1.54 -3.58 3.58
H: -0.55 -3.54 0.50
H: -0.91 -4.00 2.14
H: 0.58 -4.46 1.42
C: 1.69 1.23 -2.52
C: -0.57 0.26 -1.75
C: 0.24 1.34 -2.10
C: -1.91 0.52 -1.48
C: -2.47 1.77 -1.81
C: -0.29 2.61 -2.06
C: -1.67 2.87 -2.00
O: -3.83 1.94 -1.89
H: -0.29 -0.74 -1.43
H: -2.52 -0.35 -1.24
H: 1.78 0.37 -3.20
H: 2.39 0.94 -1.74
H: 0.36 3.47 -2.10
H: -4.26 1.12 -2.10
H: -2.28 3.75 -2.12
H: 2.14 2.06 -3.07

Output
SMILES = Cc1ccc(O)cc1.Cc1ccccc1
HOMO-LUMO gap = 9.27 eV

Charges computed using natural (NBO), reported in e: C -0.64; C -0.24; C -0.17; C -0.18; C -0.23; C -0.24; C 0.01; H 0.22; H 0.20; H 0.21; H 0.21; H 0.21; H 0.22; H 0.22; H 0.22; C -0.63; C -0.21; C -0.05; C -0.27; C 0.29; C -0.18; C -0.27; O -0.68; H 0.22; H 0.21; H 0.22; H 0.22; H 0.21; H 0.48; H 0.24; H 0.22



Version ii
Below is 2 unconnected molecules or ions with the total composition C14H16O, with properties calculated with wB97M-V/def2-TZVPD.

Element x y z (Å)
C: -1.68 -1.49 -0.64
C: -1.41 -0.45 1.63
C: -1.20 -1.56 0.79
C: -1.08 -0.46 2.96
C: -0.55 -2.66 1.31
C: -0.46 -1.60 3.49
C: -0.21 -2.67 2.68
O: -0.28 -1.66 4.86
H: -1.75 0.46 1.14
H: -1.35 0.32 3.65
H: -2.76 -1.47 -0.67
H: -1.34 -2.36 -1.20
H: -0.47 -3.60 0.78
H: 0.29 -3.58 3.01
H: 0.63 -1.71 5.14
H: -1.24 -0.68 -1.15
C: 0.74 2.86 -3.71
C: 1.32 0.61 -0.11
C: 1.76 0.08 -1.30
C: 0.61 1.80 -0.07
C: 1.39 0.76 -2.48
C: 0.39 2.54 -1.22
C: 0.82 2.01 -2.45
H: 1.50 0.14 0.85
H: 2.33 -0.82 -1.46
H: 0.28 2.22 0.87
H: 1.73 0.41 -3.43
H: -0.17 3.47 -1.22
H: 0.85 3.90 -3.44
H: -0.20 2.63 -4.21
H: 1.53 2.57 -4.40

Output
SMILES = Cc1ccc(O)cc1.Cc1ccccc1
HOMO-LUMO gap = 9.45 eV

Charges computed using natural (NBO), reported in e: C -0.63; C -0.19; C -0.03; C -0.25; C -0.20; C 0.27; C -0.26; O -0.71; H 0.21; H 0.22; H 0.22; H 0.21; H 0.21; H 0.21; H 0.48; H 0.23; C -0.63; C -0.24; C -0.19; C -0.20; C -0.23; C -0.22; C -0.01; H 0.22; H 0.22; H 0.21; H 0.20; H 0.21; H 0.22; H 0.22; H 0.21



Quick one: least stable of them? version i



Version i
Below is 2 unconnected molecules or ions with the total composition C14H16O, with properties calculated with wB97M-V/def2-TZVPD.

Element x y z (Å)
C: -1.75 -3.30 0.62
C: -0.97 -1.65 -1.05
C: -1.94 -2.00 -0.13
C: -0.84 -0.35 -1.56
C: -1.73 0.59 -1.09
C: -2.86 -1.03 0.30
C: -2.67 0.27 -0.11
H: -0.33 -2.42 -1.48
H: 0.12 -0.22 -2.04
H: -2.64 -3.85 0.94
H: -1.27 -2.95 1.54
H: -1.72 1.60 -1.42
H: -3.54 -1.34 1.08
H: -3.42 1.02 0.11
H: -1.03 -3.99 0.19
C: 2.55 2.56 -1.86
C: 1.35 2.35 0.35
C: 2.01 1.77 -0.71
C: 0.89 1.61 1.45
C: 1.10 0.25 1.42
C: 2.18 0.39 -0.68
C: 1.79 -0.40 0.38
O: 0.71 -0.45 2.53
H: 1.05 3.40 0.37
H: 0.54 2.09 2.35
H: 2.30 2.09 -2.82
H: 3.63 2.55 -1.86
H: 2.66 -0.01 -1.57
H: 0.90 -1.38 2.39
H: 1.89 -1.47 0.54
H: 2.17 3.57 -1.82

Output
SMILES = Cc1ccc(O)cc1.Cc1ccccc1
HOMO-LUMO gap = 9.11 eV

Charges computed using natural (NBO), reported in e: C -0.63; C -0.22; C -0.01; C -0.19; C -0.22; C -0.22; C -0.20; H 0.20; H 0.22; H 0.22; H 0.21; H 0.21; H 0.21; H 0.21; H 0.21; C -0.62; C -0.17; C -0.07; C -0.28; C 0.31; C -0.19; C -0.27; O -0.67; H 0.21; H 0.23; H 0.21; H 0.22; H 0.21; H 0.47; H 0.21; H 0.22



Version ii
Below is 2 unconnected molecules or ions with the total composition C14H16O, with properties calculated with wB97M-V/def2-TZVPD.

Element x y z (Å)
C: 0.61 1.95 1.75
C: 1.53 2.23 -0.53
C: 0.39 2.18 0.27
C: 1.39 2.29 -1.92
C: 0.13 2.05 -2.46
C: -0.87 2.06 -0.29
C: -0.97 1.83 -1.66
H: 2.54 2.37 -0.17
H: 2.27 2.45 -2.53
H: -0.06 2.49 2.42
H: 1.68 2.08 1.91
H: -0.08 2.16 -3.52
H: -1.76 2.21 0.31
H: -1.91 1.81 -2.22
H: 0.42 0.90 1.97
C: 0.33 -1.98 3.34
C: 0.88 -2.35 0.85
C: 0.08 -1.84 1.86
C: 0.56 -2.34 -0.51
C: -1.13 -1.30 1.43
C: -0.60 -1.65 -0.88
C: -1.49 -1.19 0.09
O: -0.83 -1.63 -2.22
H: 1.86 -2.78 1.05
H: 1.15 -2.99 -1.12
H: -0.40 -1.69 4.09
H: 1.28 -1.51 3.62
H: -1.88 -1.08 2.19
H: -2.53 -1.02 -0.16
H: -1.67 -1.23 -2.43
H: 0.46 -3.05 3.48

Output
SMILES = Cc1ccc(O)cc1.Cc1ccccc1
HOMO-LUMO gap = 9.07 eV

Charges computed using natural (NBO), reported in e: C -0.63; C -0.22; C -0.01; C -0.20; C -0.22; C -0.21; C -0.21; H 0.21; H 0.21; H 0.22; H 0.21; H 0.21; H 0.21; H 0.20; H 0.23; C -0.63; C -0.19; C -0.07; C -0.29; C -0.17; C 0.39; C -0.33; O -0.68; H 0.20; H 0.23; H 0.22; H 0.22; H 0.20; H 0.22; H 0.48; H 0.22



Quick one: least stable of them? version ii



Version i
Below is 2 unconnected molecules or ions with the total composition C5H13NO2Si, with properties calculated with wB97M-V/def2-TZVPD.

Element x y z (Å)
C: -0.27 2.14 1.64
C: 0.13 0.91 1.58
C: -0.29 -1.82 1.74
C: -1.82 -0.56 -1.73
C: -0.04 -0.39 -0.15
N: 1.26 -0.42 -0.70
O: -0.54 -1.62 0.32
O: -1.02 0.18 -0.86
Si: 1.93 0.86 -1.64
H: -0.21 2.83 2.49
H: -0.84 2.56 0.83
H: 0.82 0.45 2.23
H: -0.56 -0.87 2.33
H: 0.69 -2.12 1.84
H: -1.09 -2.47 2.23
H: -2.57 -1.07 -1.21
H: -1.29 -1.23 -2.39
H: -2.31 0.21 -2.27
H: 1.58 -1.35 -0.67
H: 2.36 0.41 -2.94
H: 0.93 1.99 -1.79
H: 3.13 1.37 -0.89

Output
HOMO-LUMO gap = 9.20 eV

Charges computed using natural (NBO), reported in e: C -0.47; C -0.27; C -0.26; C -0.24; C 0.81; N -1.09; O -0.57; O -0.56; Si 1.07; H 0.20; H 0.20; H 0.17; H 0.21; H 0.17; H 0.20; H 0.18; H 0.17; H 0.19; H 0.41; H -0.19; H -0.15; H -0.19



Version ii
Below is 2 unconnected molecules or ions with the total composition C5H13NO2Si, with properties calculated with wB97M-V/def2-TZVPD.

Element x y z (Å)
C: 0.69 2.31 -0.63
C: -0.05 1.00 -0.76
C: 3.02 -0.28 0.83
C: -1.50 -2.19 -1.05
C: -3.10 0.70 1.25
N: 1.87 -1.11 0.61
O: -0.31 -2.00 -0.36
O: -3.31 0.35 0.12
Si: 0.48 -0.59 -0.20
H: 0.10 3.04 -0.07
H: 0.88 2.74 -1.62
H: -1.04 1.09 -1.19
H: 3.67 -0.70 1.60
H: 3.62 -0.14 -0.08
H: 2.69 0.70 1.16
H: -1.39 -1.92 -2.10
H: -2.30 -1.59 -0.62
H: -1.76 -3.25 -0.97
H: 1.64 2.18 -0.13
H: -3.85 0.60 2.05
H: -2.14 1.14 1.56
H: 2.10 -2.10 0.58

Output
SMILES = C/C=[Si](\NC)OC.C=O
HOMO-LUMO gap = 7.74 eV

Charges computed using natural (NBO), reported in e: C -0.61; C -1.07; C -0.40; C -0.24; C 0.29; N -1.08; O -0.89; O -0.51; Si 1.94; H 0.19; H 0.20; H 0.25; H 0.20; H 0.18; H 0.20; H 0.17; H 0.20; H 0.18; H 0.19; H 0.10; H 0.12; H 0.41



Quick one: least stable of them? version i